Entry from the Open Molecules 2025 dataset: one molecule with the formula C2H4S3 at a distorted geometry (ωB97M-V/def2-TZVPD).

Each line ends with the natural charge from an NBO analysis.
Element x y z (Å)
C -0.81915 -0.63308 1.20872  -0.5101
C 0.19501 0.48192 -1.20962  -0.7708
S 0.38828 -0.12072 2.13696  0.0320
S -2.22072 -1.61650 1.90357  0.0139
S -1.05691 -0.65675 -0.52233  0.3439
H 0.36674 0.11298 -2.35539  0.2438
H 1.12102 0.36846 -0.63563  0.2485
H -0.04227 1.59938 -1.29215  0.2406
H -2.15420 -1.48958 3.25113  0.1582

Its relative energy (zero: lowest compared OMol25 entry of this formula, charge and spin) is 0.639 eV. The total charge is 0. The orbital gap comes out at 8.563 eV. The value obtained for the LUMO energy is -0.2810 eV. The value obtained for the HOMO energy is -8.84 eV.